Record 1
ORCA calculation (ωB97M-V with the def2-TZVPD basis set) on a molecular structure, C67H78Cl2N3O6P3SSiTi.

```
162
Properties=species:S:1:pos:R:3:lowdin_spin:R:1
Ti -0.650 0.755 -0.561 0.9735
C 1.995 -3.333 -3.966 0.0004
C 0.618 -3.716 -3.416 0.0024
C 0.357 -5.185 -3.762 0.0004
P 0.282 -3.105 -1.622 0.0047
C -0.390 -4.660 -0.815 0.0012
C -0.383 -4.465 0.700 0.0000
C -1.824 -4.894 -1.291 0.0002
C 1.971 -3.160 -0.897 0.0001
C 2.815 -4.246 -1.160 0.0000
C 4.139 -4.241 -0.767 0.0001
C 4.639 -3.142 -0.085 0.0000
C 3.789 -2.107 0.256 0.0002
C 2.438 -2.078 -0.117 0.0021
Si 1.254 -0.749 0.759 0.0101
C 2.628 0.619 1.159 0.0007
C 3.339 0.630 2.361 0.0002
C 4.301 1.590 2.654 0.0001
C 4.571 2.593 1.737 0.0000
C 3.885 2.617 0.534 -0.0001
C 2.919 1.652 0.230 -0.0008
P 2.052 1.567 -1.383 0.0184
C 3.573 1.280 -2.510 0.0114
C 4.090 -0.127 -2.230 0.0018
C 4.769 2.229 -2.470 0.0026
C 1.435 3.276 -1.994 0.0024
C 1.872 3.653 -3.410 0.0009
C 1.534 4.472 -1.048 0.0000
C 1.461 -1.838 2.494 -0.0012
C 2.293 -2.971 2.482 -0.0002
C 2.673 -3.670 3.617 0.0000
C 2.231 -3.261 4.857 -0.0002
C 1.321 -2.223 4.915 0.0000
C 0.900 -1.545 3.768 -0.0001
P -0.441 -0.318 3.844 0.0001
C -1.846 -1.592 3.766 0.0000
C -1.877 -2.693 4.821 0.0000
C -3.206 -0.891 3.716 0.0000
C -0.439 0.159 5.674 0.0001
C -1.560 1.182 5.915 0.0000
C 0.900 0.814 6.020 0.0000
H 1.994 -3.448 -5.055 0.0000
H 2.782 -3.971 -3.570 0.0000
H 2.262 -2.303 -3.736 0.0002
H -0.114 -3.118 -3.970 0.0012
H 1.048 -5.852 -3.243 0.0001
H 0.503 -5.326 -4.838 0.0000
H -0.662 -5.485 -3.531 0.0000
H 0.241 -5.518 -1.069 0.0002
H -0.910 -3.541 0.952 0.0000
H 0.630 -4.382 1.090 0.0000
H -0.879 -5.305 1.196 0.0000
H -2.505 -4.316 -0.675 0.0000
H -2.105 -5.948 -1.222 0.0000
H -1.984 -4.562 -2.318 0.0000
H 2.427 -5.114 -1.681 0.0000
H 4.784 -5.085 -0.994 0.0000
H 5.684 -3.109 0.205 0.0000
H 4.170 -1.294 0.862 0.0000
H 3.153 -0.150 3.091 0.0000
H 4.843 1.550 3.593 0.0000
H 5.310 3.356 1.958 0.0000
H 4.098 3.404 -0.175 0.0000
H 3.142 1.281 -3.516 0.0027
H 4.499 -0.179 -1.221 0.0000
H 4.878 -0.407 -2.936 0.0000
H 3.294 -0.865 -2.293 0.0008
H 5.314 2.109 -1.534 0.0001
H 4.487 3.275 -2.575 0.0002
H 5.452 1.978 -3.288 0.0006
H 0.368 3.056 -2.061 0.0019
H 2.894 4.035 -3.442 0.0002
H 1.215 4.443 -3.782 0.0000
H 1.788 2.809 -4.095 0.0003
H 2.542 4.645 -0.669 0.0000
H 0.842 4.341 -0.219 0.0000
H 1.217 5.369 -1.586 0.0000
H 2.700 -3.324 1.548 0.0000
H 3.342 -4.519 3.527 0.0000
H 2.562 -3.756 5.764 0.0000
H 0.930 -1.936 5.883 0.0000
H -1.658 -2.039 2.781 0.0000
H -2.137 -2.280 5.799 0.0000
H -0.923 -3.213 4.899 0.0000
H -2.645 -3.428 4.559 0.0000
H -3.497 -0.535 4.705 0.0000
H -3.157 -0.041 3.041 0.0000
H -3.982 -1.579 3.366 0.0000
H -0.592 -0.709 6.322 0.0000
H -1.661 1.830 5.042 0.0000
H -1.328 1.807 6.783 0.0000
H -2.519 0.701 6.099 0.0000
H 0.993 1.755 5.477 0.0000
H 1.752 0.187 5.756 0.0000
H 0.949 1.032 7.092 0.0000
O -1.595 4.098 0.734 -0.0001
S -2.279 3.927 -0.532 0.0017
O -2.220 5.105 -1.377 0.0003
N -1.761 2.595 -1.242 0.0112
C -2.146 2.402 -2.570 0.0266
C -3.159 3.092 -3.243 0.0423
C -3.380 2.881 -4.599 0.0230
C -2.567 2.042 -5.326 0.0442
C -1.554 1.313 -4.682 0.0279
C -0.644 0.481 -5.391 0.2551
C 0.331 -0.191 -4.666 0.0392
C 0.345 -0.122 -3.290 0.1730
N -0.520 0.637 -2.554 0.1663
C -1.400 1.427 -3.276 0.0493
C -4.011 3.674 -0.142 0.0001
C -4.414 2.432 0.321 0.0003
C -5.763 2.183 0.519 0.0000
C -6.700 3.173 0.249 0.0002
C -6.285 4.425 -0.187 0.0000
C -4.936 4.678 -0.380 0.0003
H -3.776 3.793 -2.705 0.0028
H -4.195 3.398 -5.094 0.0008
H -2.694 1.916 -6.396 0.0007
H -0.714 0.402 -6.469 0.0194
H 1.064 -0.797 -5.183 -0.0041
H 1.069 -0.689 -2.724 0.0112
H -3.662 1.681 0.510 0.0003
H -6.091 1.215 0.878 0.0000
H -7.756 2.965 0.373 0.0000
H -7.012 5.202 -0.387 0.0000
H -4.581 5.640 -0.725 0.0000
Cl -3.013 -2.395 -4.680 0.0021
C -4.113 -1.195 -5.260 0.0010
C -4.046 -0.821 -6.595 0.0021
C -4.870 0.186 -7.065 0.0005
C -5.754 0.824 -6.212 -0.0001
C -5.814 0.431 -4.883 0.0006
Cl -6.911 1.242 -3.818 0.0015
C -5.009 -0.591 -4.369 0.0001
N -5.088 -0.912 -3.010 0.0003
C -5.258 -2.186 -2.513 0.0001
C -5.909 -3.164 -3.279 0.0000
C -6.211 -4.408 -2.760 0.0000
C -5.880 -4.711 -1.448 0.0000
C -5.231 -3.750 -0.687 0.0001
C -4.899 -2.495 -1.185 0.0003
C -4.218 -1.520 -0.244 0.0003
C -3.036 -0.699 -0.799 0.0085
O -3.308 0.194 -1.615 0.0107
O -1.875 -0.928 -0.356 0.0189
H -3.327 -1.304 -7.241 0.0007
H -4.820 0.489 -8.103 0.0000
H -6.398 1.617 -6.564 0.0000
H -4.550 -0.263 -2.405 0.0001
H -6.191 -2.917 -4.296 0.0000
H -6.725 -5.135 -3.376 0.0000
H -6.130 -5.671 -1.014 0.0000
H -4.964 -3.986 0.337 0.0000
H -3.869 -2.066 0.632 0.0001
H -4.954 -0.776 0.081 0.0000
C 1.052 3.502 2.268 -0.0002
O 0.016 2.540 2.235 -0.0018
C -0.339 2.036 1.046 0.0075
O -1.376 1.307 1.132 0.0142
H 0.610 4.486 2.444 0.0000
H 1.608 3.509 1.338 -0.0001
H 1.730 3.246 3.083 0.0000
```

* energy relative to the best compared isomer or geometry (same formula, charge and spin): 0.000 eV
* multiplicity: 3
* frontier orbital gap (alpha / beta): 0.15393 / 0.22402 Ha
* HOMO level (alpha / beta): -0.006 / -0.076 Ha
* DFT total energy: -6697.32356 a.u.
* molecular weight: 1293.22 g/mol
* net charge: -2



Record 2
ORCA calculation (ωB97M-V with the def2-TZVPD basis set) on a gas-phase ion, C6H7N2O3S (charge -1).

```
19
Properties=species:S:1:pos:R:3:nbo_charge:R:1
C 2.836 1.140 -0.427 0.4804
C 0.466 0.228 0.067 -0.2014
C 2.358 -1.239 -0.089 0.7782
C -2.697 -0.774 0.444 -0.4576
C -2.030 0.392 0.390 -0.2072
C -2.266 1.533 -0.649 -0.6632
N 3.057 -0.203 -0.716 -0.7113
N 1.092 -0.952 0.319 -0.6834
O 3.346 2.023 -1.051 -0.6699
O 2.834 -2.344 0.100 -0.6786
O -0.682 -0.880 2.220 -1.0284
S -0.691 0.437 1.561 1.1315
H -2.329 -1.635 1.031 0.2436
H -3.332 -0.942 -0.482 0.1834
H -2.489 2.524 -0.098 0.2119
H -3.053 1.323 -1.311 0.2060
H -1.270 1.484 -1.232 0.2760
H 4.012 -0.575 -1.087 0.3825
H 0.839 -1.542 1.010 0.4076
```

* energy relative to the best compared isomer or geometry (same formula, charge and spin): 3.630 eV
* multiplicity: 1
* frontier orbital gap (alpha / beta): 0.22184 / 0.20306 Ha
* HOMO level (alpha / beta): -0.104 / -0.085 Ha
* DFT total energy: -966.13463 a.u.
* molecular weight: 187.20 g/mol
* net charge: -1



Record 3
ORCA calculation (ωB97M-V with the def2-TZVPD basis set) on a single CH3N5O2 molecule.

```
11
Properties=species:S:1:pos:R:3:nbo_charge:R:1
N -1.528 -0.835 0.442 -0.6459
N -0.961 0.222 -0.279 -0.0207
O -1.298 1.436 0.329 -0.2032
N -0.096 2.007 0.689 0.1821
N 0.881 1.330 0.313 -0.2146
C 0.433 0.150 -0.271 0.3655
N 1.099 -0.785 -0.810 -0.1301
O 2.495 -0.550 -0.714 -0.5454
H -2.528 -0.926 0.215 0.3771
H -1.342 -0.858 1.412 0.3561
H 2.844 -1.191 -1.326 0.4791
```

* SMILES: Nn1onn/c1=N\O
* energy relative to the best compared isomer or geometry (same formula, charge and spin): 2.087 eV
* multiplicity: 1
* frontier orbital gap: 0.33258 Ha
* HOMO level: -0.345 Ha
* DFT total energy: -463.95770 a.u.
* molecular weight: 117.07 g/mol



Record 4
ORCA calculation (ωB97M-V with the def2-TZVPD basis set) on a molecular structure, C22H36FeO3P2.

```
64
Properties=species:S:1:pos:R:3:lowdin_spin:R:1
P -0.015 3.288 1.617 0.0212
P 2.648 2.058 -0.494 -0.0018
C 1.716 3.940 1.473 0.0059
C 2.492 3.763 0.156 0.0004
H 2.273 3.478 2.305 0.0000
H 1.568 5.015 1.655 0.0012
H 2.046 4.355 -0.656 0.0000
H 3.532 4.082 0.298 0.0001
C 3.972 1.293 0.497 -0.0003
H 4.037 0.218 0.275 0.0000
H 3.813 1.451 1.577 0.0000
H 4.912 1.772 0.193 -0.0001
C 3.355 2.112 -2.181 -0.0003
H 4.415 2.411 -2.111 -0.0001
H 2.792 2.828 -2.809 0.0000
H 3.294 1.100 -2.622 0.0000
C -0.456 3.830 3.298 0.0000
H -1.454 3.435 3.549 -0.0001
H -0.482 4.931 3.247 0.0001
H 0.302 3.482 4.019 0.0000
C -1.060 4.414 0.640 0.0024
H -0.720 4.503 -0.404 0.0000
H -1.002 5.384 1.151 0.0008
H -2.092 4.034 0.681 0.0001
Fe -2.595 -0.490 -1.614 3.6257
C 1.418 -0.434 -1.023 -0.0007
C 1.619 -0.839 0.251 0.0024
C 1.257 -0.047 1.478 0.0011
C -0.133 -0.151 2.217 0.0065
C -1.122 0.880 1.776 0.0664
C -1.289 1.302 0.470 -0.0198
C -0.294 1.456 -0.656 -0.0019
C 0.222 0.325 -1.582 0.0062
C -3.748 -0.852 0.101 0.1448
H 2.123 -0.791 -1.784 -0.0001
H 1.911 -1.868 0.489 0.0001
H 1.387 1.006 1.217 0.0000
H 2.029 -0.172 2.268 0.0002
H -0.554 -1.182 2.171 0.0031
H 0.093 0.129 3.279 0.0009
H -1.917 1.190 2.497 0.0019
H -2.301 1.706 0.259 0.0019
H 0.631 1.937 -0.201 -0.0003
H -0.667 2.241 -1.348 -0.0001
H -0.636 -0.251 -2.140 0.0025
H 0.641 0.860 -2.452 0.0004
H -4.443 -1.347 -0.620 0.0327
H -4.114 0.092 0.539 0.0206
H -3.357 -1.543 0.867 0.0125
O -1.268 -4.181 -3.426 0.0008
C -1.574 -5.064 -2.460 0.0000
C -2.082 -6.331 -2.835 0.0000
C -2.360 -7.294 -1.867 0.0000
C -2.176 -6.981 -0.509 0.0001
C -1.706 -5.705 -0.140 0.0003
C -1.443 -4.710 -1.086 0.0019
C -1.162 -3.275 -0.627 0.0052
O -0.947 -3.108 0.582 0.0041
O -1.302 -2.382 -1.558 0.0509
H -1.151 -3.304 -2.953 0.0002
H -2.219 -6.509 -3.902 0.0000
H -2.721 -8.276 -2.192 0.0000
H -2.384 -7.749 0.246 0.0000
H -1.551 -5.467 0.913 0.0000
```

* energy relative to the best compared isomer or geometry (same formula, charge and spin): 5.575 eV
* multiplicity: 5
* frontier orbital gap (alpha / beta): 0.18592 / 0.17630 Ha
* HOMO level (alpha / beta): -0.234 / -0.233 Ha
* DFT total energy: -3031.72249 a.u.
* molecular weight: 466.32 g/mol



What is the multiplicity in the third record?
1